# 1
{"formula": "C4H10N2Si", "method": "the ωB97M-V functional and the def2-TZVPD basis", "species": ["C", "C", "C", "C", "N", "N", "Si", "H", "H", "H", "H", "H", "H", "H", "H", "H", "H"], "coordinates": [[-0.468653, 1.141879, -0.242920], [0.940049, 1.081206, -0.265479], [-2.619328, 0.229695, -0.156309], [2.812669, -0.375673, -0.196810], [-1.243307, 0.011262, 0.183943], [1.537203, 0.034969, 0.289499], [-0.508887, -1.394514, 0.692293], [-0.967101, 2.023968, -0.462588], [1.396389, 1.929771, -0.964530], [-3.008838, 1.155102, 0.342521], [-2.545146, 0.324036, -1.273270], [-3.359554, -0.495139, 0.120355], [3.610693, -0.271121, 0.615223], [2.570932, -1.506562, -0.274431], [3.155737, 0.062864, -1.141059], [-0.139623, -1.347323, 2.331658], [-1.163229, -2.604422, 0.401897]], "atomic_forces_ev_per_a": [[2.4697, -1.9219, 1.2862], [-2.3272, 1.4152, -1.3843], [-0.6160, 1.2701, -1.5511], [0.6345, -2.7367, 1.2141], [0.7328, 1.8613, -0.1349], [-1.6944, 0.0604, 0.1772], [3.4642, 2.1118, 3.4081], [-1.0429, 1.2647, -0.5567], [-0.3605, -2.0071, 1.6381], [0.5282, -0.4877, -0.6926], [-1.1660, 0.2937, 0.8574], [0.1944, -1.0219, 0.1514], [-0.8912, -0.0006, -1.0877], [1.5738, 1.6357, -0.4798], [-0.1597, -0.1556, 0.0888], [-0.3703, -0.3249, -2.4726], [-0.9695, -1.2564, -0.4616]], "lowdin_charge": [-0.174, -0.253, -0.145, -0.188, -0.370, -0.172, 0.745, 0.064, 0.149, 0.101, 0.103, 0.064, 0.086, 0.086, 0.065, -0.033, -0.128], "lumo_ev": [-0.3, -0.3], "homo_lumo_gap_ev": [6.416, 6.416], "homo_energy_ev": [-6.68, -6.68], "e_above_lowest_kj_mol": 368.39, "energy_ha": -557.27138, "max_force_ev_per_a": 5.30}

---

# 2
{"formula": "C4H10N3", "method": "the ωB97M-V functional and the def2-TZVPD basis", "species": ["C", "C", "C", "C", "N", "N", "N", "H", "H", "H", "H", "H", "H", "H", "H", "H", "H"], "coordinates": [[-0.214241, 0.613713, 1.724292], [0.643030, -1.270600, 1.001257], [0.038326, -0.601921, -0.190567], [1.064998, -0.562578, -1.417049], [0.317104, -0.414722, 2.133493], [-0.239670, 0.742592, 0.167375], [-1.301767, 1.525952, -0.461839], [-0.490530, 1.318025, 2.456782], [-0.030361, -2.142304, 1.233107], [1.650389, -1.649517, 1.007390], [-0.863263, -1.077958, -0.521805], [1.997570, -0.098013, -1.281413], [0.744417, 0.013355, -2.347687], [1.371950, -1.614245, -1.654288], [-1.122438, 1.803091, -1.476876], [-1.310461, 2.371287, 0.154945], [-2.255052, 1.043843, -0.527119]], "atomic_forces_ev_per_a": [[-0.4006, 0.7616, -1.6027], [-2.5510, -1.8614, 1.7249], [2.3448, 0.1949, -4.7589], [-1.4209, -1.3090, -1.0655], [1.0657, -0.6782, -0.0810], [0.1943, 1.9419, 3.2350], [-0.5199, -0.8924, -0.0083], [-0.7640, 1.6023, 0.0408], [1.0618, 0.2037, -0.3923], [0.4599, 0.4096, -0.3172], [-0.6136, -0.6322, -0.1794], [1.1667, 0.8594, 1.4132], [-0.3934, -1.1899, 1.0139], [-0.7010, 0.8143, -0.2811], [0.5295, -0.3393, 1.6107], [-0.5317, -0.5231, -0.9582], [1.0734, 0.6378, 0.6059]], "lowdin_charge": [-0.089, -0.138, -0.353, -0.030, 0.095, -0.078, 0.214, 0.117, 0.148, 0.132, 0.135, 0.053, 0.090, 0.098, 0.207, 0.193, 0.205], "lumo_ev": -4.1, "homo_lumo_gap_ev": 9.804, "smiles": "C[C@H]1CN=CN1[NH3+]", "homo_energy_ev": -13.92, "e_above_lowest_kj_mol": 375.01, "energy_ha": -322.31774, "max_force_ev_per_a": 5.31, "total_charge": 1}

---

# 3
{"formula": "C4H10N3", "method": "the ωB97M-V functional and the def2-TZVPD basis", "species": ["C", "C", "C", "C", "N", "N", "N", "H", "H", "H", "H", "H", "H", "H", "H", "H", "H"], "coordinates": [[0.668239, -0.911529, -1.519469], [-1.738807, 0.683772, 1.286445], [-0.726329, -0.507330, 1.569913], [-0.334898, 0.811047, 1.236195], [1.252295, -1.370406, -2.565404], [0.584740, 1.716401, 1.394002], [0.033884, 0.161492, -1.201642], [1.076792, -1.500456, -0.593584], [-2.426704, 0.233164, 0.580115], [-2.347517, 1.231012, 2.047643], [-0.179355, -1.011880, 2.320667], [-0.609372, -1.168966, 0.690968], [1.795431, -2.284336, -2.373962], [1.170709, -0.952132, -3.490695], [1.564027, 1.399389, 1.401636], [0.308798, 2.671000, 1.264722], [-0.091934, 0.799757, -2.047550]], "atomic_forces_ev_per_a": [[0.6374, 0.9520, 5.4157], [-2.1244, -0.7443, 1.9039], [1.6107, -0.7172, -1.6111], [0.8361, 1.0507, -1.2423], [2.1910, -3.1687, -2.3913], [-0.3238, -1.5734, -0.0912], [-0.3173, 0.8848, -2.1130], [-1.3133, 0.5695, -1.3214], [0.5725, 0.7268, -0.8334], [0.9616, -0.4526, -0.3366], [-0.3386, -0.0351, 1.8391], [-0.9637, 0.5124, 0.3552], [-1.2514, 2.3205, -1.3066], [0.1444, -0.4412, 0.3408], [-0.6935, 0.6712, 0.2340], [0.4103, 0.4824, -0.1009], [-0.0381, -1.0377, 1.2592]], "lowdin_charge": [-0.442, 0.028, -0.015, -0.322, 0.106, 0.258, 0.047, 0.147, 0.130, 0.145, 0.116, 0.100, 0.166, 0.128, 0.167, 0.146, 0.095], "lumo_ev": -3.7, "homo_lumo_gap_ev": 9.465, "homo_energy_ev": -13.17, "e_above_lowest_kj_mol": 329.81, "energy_ha": -322.33495, "max_force_ev_per_a": 5.54, "total_charge": 1}